{"formula": "C5H6N2O3S", "method": "ωB97M-V/def2-TZVPD", "elements": ["C", "C", "C", "C", "C", "N", "N", "O", "O", "O", "S", "H", "H", "H", "H", "H", "H"], "coordinates": [[-1.4534, 0.0776, -3.1960], [-0.0303, -0.7195, 1.7361], [0.0687, 1.1167, 0.0504], [-1.1926, -0.5580, 0.7537], [0.8413, 0.4744, 1.2275], [1.4668, -1.0767, -1.1769], [-1.1187, 0.3751, -0.0371], [-1.8550, 1.1337, -3.0172], [-1.0679, -0.9874, -3.3123], [2.3883, -1.1444, -0.5130], [2.4874, -0.0312, 1.0965], [-0.4813, -0.6534, 2.7332], [0.5661, -1.6111, 1.5270], [-0.1043, 2.1719, 0.2091], [0.6471, 1.1431, -0.9177], [-2.1515, -1.0666, 1.0101], [0.9893, 1.3559, 1.8266]], "de_lowest_kj_mol": 526.0, "homo_energy_ev": [-8.2, -8.2], "orbital_gap_ha": [0.2875, 0.2896], "e_tot_ev": -25235.376}



{"formula": "C5H6N2O4", "method": "ωB97M-V/def2-TZVPD", "elements": ["C", "C", "C", "C", "C", "N", "N", "O", "O", "O", "O", "H", "H", "H", "H", "H", "H"], "coordinates": [[1.7962, -0.6416, 1.0031], [0.6596, -0.5024, 1.6250], [-1.4412, 1.1020, 0.0804], [1.8097, -0.3983, -0.4620], [-0.4845, -0.0738, -0.0683], [-1.4775, 1.9271, -1.0129], [-1.1566, -1.3762, -0.2910], [-1.9861, 1.2743, 1.1527], [-2.2862, -1.4940, 0.1564], [-0.5735, -2.2385, -0.9452], [0.5890, 0.1942, -0.8432], [2.6692, -0.8886, 1.4279], [0.1832, -0.3666, 2.5560], [2.6191, 0.4570, -0.7911], [1.9087, -1.2823, -0.9501], [-1.0972, 1.4134, -1.7613], [-1.7321, 2.8942, -0.8763]], "de_lowest_kj_mol": 604.1, "homo_energy_ev": -10.0, "orbital_gap_ha": 0.3586, "e_tot_ev": -16446.372}



{"formula": "C5H6N2O5Pd", "method": "ωB97M-V/def2-TZVPD", "elements": ["Pd", "C", "O", "C", "O", "C", "O", "C", "O", "H", "H", "N", "C", "N", "O", "H", "H", "H", "H"], "coordinates": [[-0.0197, 0.0413, -1.9881], [0.0389, 1.4029, -0.4236], [0.0836, 2.3728, 0.1957], [-0.0248, 1.4535, -3.4444], [-0.0395, 2.1726, -4.3338], [-1.9015, -0.6997, -1.8300], [-2.8335, -1.3209, -1.5242], [1.8538, -0.7358, -1.8643], [2.7480, -1.4497, -1.6739], [-0.0720, -1.8255, -2.6752], [-0.0744, -1.2616, -3.2046], [-0.9948, 0.5668, 3.0000], [0.0716, 0.0007, 2.3466], [1.0658, -0.4976, 3.1146], [0.1783, -0.0203, 1.0965], [-1.1003, 0.5058, 4.0056], [-1.8360, 0.7658, 2.4634], [1.7825, -1.0031, 2.6190], [1.0738, -0.4680, 4.1208]], "total_charge": 2, "multiplicity": 3, "de_lowest_kj_mol": 0.0, "homo_energy_ev": [-17.0, -17.0], "orbital_gap_ha": [0.3051, 0.1595], "e_tot_ev": -21958.146}



{"formula": "C5H6N2O8", "method": "ωB97M-V/def2-TZVPD", "elements": ["C", "C", "C", "C", "C", "N", "N", "O", "O", "O", "O", "O", "O", "O", "O", "H", "H", "H", "H", "H", "H"], "coordinates": [[1.2710, 1.0035, -0.6198], [1.5815, -1.3442, 0.6656], [0.4228, 3.1504, -0.5632], [-0.1332, -2.8835, 0.1580], [2.3329, 0.0035, 0.0416], [3.1950, -0.5021, -1.0278], [3.0229, 0.6625, 1.1581], [3.4934, 0.2523, -1.9030], [2.3576, 1.0308, 2.0872], [0.5074, 0.5664, -1.4220], [1.7982, -1.6287, 1.7951], [3.5669, -1.6484, -0.9240], [4.2398, 0.7702, 0.9721], [1.3650, 2.1763, -0.1788], [0.7400, -1.7859, -0.2444], [0.7734, 3.9891, -0.0725], [-0.5013, 2.6225, -0.2763], [0.3771, 3.3511, -1.7427], [-1.1315, -2.4391, 0.3134], [0.1915, -3.3184, 1.0402], [-0.0859, -3.5659, -0.6268]], "de_lowest_kj_mol": 0.0, "smiles": "COC(=O)C(C(=O)OC)([N+](=O)[O-])[N+](=O)[O-]", "homo_energy_ev": -11.2, "orbital_gap_ha": 0.3961, "e_tot_ev": -24634.909}



{"formula": "C5H6N2OS", "method": "ωB97M-V/def2-TZVPD", "elements": ["C", "C", "C", "C", "C", "N", "N", "O", "S", "H", "H", "H", "H", "H", "H"], "coordinates": [[-1.9730, -0.7748, -0.3156], [-1.4179, -1.4074, -1.3815], [0.0170, -0.0668, -0.4390], [1.3180, 0.4493, -0.1895], [0.9840, 1.2772, 1.9338], [-1.1161, 0.0768, 0.2746], [-0.2109, -0.8544, -1.5136], [1.7623, 1.0949, 0.7544], [2.6052, 0.1273, -1.5819], [-3.0133, -0.9036, 0.0506], [-1.9571, -1.9081, -2.2317], [0.4547, 2.1542, 1.9218], [1.6918, 1.2763, 2.6828], [0.3096, 0.5127, 2.0730], [0.5458, -1.0535, -2.0380]], "de_lowest_kj_mol": 207.7, "smiles": "COC(=S)c1ncc[nH]1", "homo_energy_ev": -8.2, "orbital_gap_ha": 0.2776, "e_tot_ev": -21142.946}



{"formula": "C5H6N2OS", "method": "ωB97M-V/def2-TZVPD", "elements": ["C", "C", "C", "C", "C", "N", "N", "O", "S", "H", "H", "H", "H", "H", "H"], "coordinates": [[0.0017, 1.4921, -0.4261], [-1.3571, -0.0710, -1.7787], [-1.1237, 1.0420, -0.9119], [0.5878, -0.9089, 0.4781], [1.4745, -0.6831, 1.4947], [0.8214, 2.1566, 0.1870], [-0.5279, -1.0088, -2.0313], [-0.5896, -1.4989, 0.6298], [0.9871, -0.8998, -1.2668], [-2.2093, -0.0925, -2.4196], [-1.9341, 1.6966, -0.5746], [2.4367, -0.3345, 1.5534], [1.0405, -0.9701, 2.4389], [1.1880, 2.0827, 1.1116], [-0.7959, -2.0024, 1.5153]], "multiplicity": 3, "de_lowest_kj_mol": 248.8, "homo_energy_ev": [-5.1, -8.6], "orbital_gap_ha": [0.2035, 0.2235], "e_tot_ev": -21137.992}



{"formula": "C5H6N2S", "method": "ωB97M-V/def2-TZVPD", "elements": ["C", "C", "C", "C", "C", "N", "N", "S", "H", "H", "H", "H", "H", "H"], "coordinates": [[2.0771, 0.0455, 1.6560], [0.2304, -0.3371, 0.5888], [0.6821, 0.7020, -0.1847], [-1.0833, -0.8752, 0.1092], [-1.4400, 0.0175, -1.0769], [1.0266, -0.6866, 1.6175], [-0.1594, 1.1800, -1.1505], [2.1958, 1.2752, 0.4019], [2.8553, -0.0485, 2.3832], [-0.9880, -1.9258, -0.1794], [-1.8375, -0.8088, 0.8949], [-1.4551, -0.4756, -2.0411], [-2.3035, 0.6520, -0.9307], [0.1996, 1.2853, -2.0882]], "de_lowest_kj_mol": 132.1, "smiles": "c1nc2c(s1)NCC2", "homo_energy_ev": -7.7, "orbital_gap_ha": 0.3143, "e_tot_ev": -19096.641}



{"formula": "C5H6N2S", "method": "ωB97M-V/def2-TZVPD", "elements": ["C", "C", "C", "C", "C", "N", "N", "S", "H", "H", "H", "H", "H", "H"], "coordinates": [[1.3882, -1.0828, -0.0462], [-0.3497, 0.2239, 1.2051], [-1.5537, -0.3019, 1.1874], [-0.5662, -0.2527, -1.2044], [0.3728, 0.1641, -0.0797], [1.9622, -2.0634, 0.0024], [0.9327, 1.3992, -0.4281], [-2.0949, -0.8879, -0.4137], [-0.0797, 0.7033, 2.1825], [-1.9890, -0.6348, 2.1328], [-0.6755, 0.5673, -1.8036], [-0.3339, -1.0716, -1.8602], [1.4782, 1.9759, 0.2968], [1.5084, 1.2616, -1.1711]], "de_lowest_kj_mol": 230.7, "smiles": "N#C[C@]1(N)C=CSC1", "homo_energy_ev": -8.6, "orbital_gap_ha": 0.3412, "e_tot_ev": -19095.619}



Copy entry 8 word for word.
{"formula": "C5H6N2S", "method": "ωB97M-V/def2-TZVPD", "elements": ["C", "C", "C", "C", "C", "N", "N", "S", "H", "H", "H", "H", "H", "H"], "coordinates": [[1.3882, -1.0828, -0.0462], [-0.3497, 0.2239, 1.2051], [-1.5537, -0.3019, 1.1874], [-0.5662, -0.2527, -1.2044], [0.3728, 0.1641, -0.0797], [1.9622, -2.0634, 0.0024], [0.9327, 1.3992, -0.4281], [-2.0949, -0.8879, -0.4137], [-0.0797, 0.7033, 2.1825], [-1.9890, -0.6348, 2.1328], [-0.6755, 0.5673, -1.8036], [-0.3339, -1.0716, -1.8602], [1.4782, 1.9759, 0.2968], [1.5084, 1.2616, -1.1711]], "de_lowest_kj_mol": 230.7, "smiles": "N#C[C@]1(N)C=CSC1", "homo_energy_ev": -8.6, "orbital_gap_ha": 0.3412, "e_tot_ev": -19095.619}